A structure of composition C40H53BF4N11Ti, computed with ωB97M-V with the def2-TZVPD basis set.

The geometry in XYZ format:
```
110
Properties=species:S:1:pos:R:3:lowdin_spin:R:1
Ti 0.269 -0.450 -0.831 0.9444
C -2.296 0.869 -3.260 0.0003
C -1.403 1.788 -2.504 0.0007
C -1.545 3.171 -2.374 0.0002
C -0.446 3.584 -1.653 0.0007
N 0.303 2.511 -1.379 0.0036
N -0.284 1.392 -1.883 -0.0014
B 1.671 2.533 -0.687 0.0022
N 2.544 1.273 -1.145 0.0014
C 3.881 1.375 -1.179 0.0030
C 4.396 0.317 -1.892 0.0007
C 3.284 -0.427 -2.291 0.0029
C 3.308 -1.612 -3.199 0.0006
N 2.165 0.137 -1.821 -0.0031
N 1.478 2.593 0.829 0.0013
C 2.410 2.692 1.800 -0.0001
C 1.762 2.946 2.983 0.0005
C 0.396 2.975 2.641 0.0001
C -0.770 3.191 3.554 0.0000
N 0.229 2.758 1.346 0.0018
N 2.425 3.771 -1.205 0.0001
C 2.535 4.155 -2.500 0.0000
C 3.488 5.138 -2.571 0.0000
C 3.940 5.288 -1.240 0.0001
C 4.991 6.212 -0.715 0.0000
N 3.302 4.458 -0.433 0.0000
H -2.258 1.112 -4.324 0.0000
H -1.991 -0.162 -3.127 0.0002
H -3.327 0.978 -2.921 0.0000
H -2.339 3.783 -2.767 0.0000
H -0.143 4.563 -1.321 0.0000
H 4.377 2.223 -0.734 0.0001
H 5.428 0.117 -2.122 0.0000
H 4.303 -2.055 -3.189 0.0000
H 2.594 -2.381 -2.923 0.0001
H 3.089 -1.301 -4.222 0.0002
H 3.460 2.609 1.581 0.0000
H 2.204 3.078 3.957 0.0001
H -1.264 4.141 3.340 0.0000
H -1.512 2.399 3.445 0.0000
H -0.437 3.207 4.591 0.0000
H 1.922 3.709 -3.267 0.0000
H 3.805 5.684 -3.444 0.0000
H 4.979 7.161 -1.251 0.0000
H 4.825 6.403 0.344 0.0000
H 5.987 5.778 -0.829 0.0000
C -3.469 -3.275 2.319 0.0000
C -2.762 -1.990 2.722 0.0000
N -1.368 -1.918 2.297 0.0002
C -0.565 -3.077 2.677 0.0000
C -0.414 -3.328 4.179 0.0000
C -0.806 -0.646 2.717 0.0001
C 0.664 -0.448 2.381 0.0032
N 1.063 -0.789 1.000 0.0016
C 2.299 -1.395 0.957 0.0018
C 2.536 -2.371 -0.008 0.0029
F 1.504 -2.565 -0.884 0.0035
C 3.694 -3.094 -0.139 0.0003
F 3.779 -4.033 -1.094 -0.0002
C 4.755 -2.859 0.709 0.0031
C 4.579 -1.872 1.660 -0.0001
F 5.591 -1.580 2.488 -0.0003
C 3.407 -1.149 1.787 0.0023
F 3.382 -0.169 2.701 0.0006
H -3.321 -3.472 1.257 0.0000
H -3.125 -4.140 2.888 0.0000
H -4.541 -3.167 2.496 0.0000
H -3.278 -1.145 2.260 0.0000
H -2.853 -1.856 3.815 0.0000
H -1.009 -3.956 2.207 0.0000
H 0.420 -2.961 2.223 0.0000
H -1.380 -3.509 4.654 0.0000
H 0.212 -4.205 4.351 0.0000
H 0.055 -2.481 4.684 0.0000
H -1.411 0.150 2.285 0.0001
H -0.878 -0.510 3.812 0.0000
H 0.927 0.578 2.627 -0.0002
H 1.232 -1.084 3.065 -0.0002
H 5.679 -3.412 0.632 0.0002
C -3.285 2.343 1.059 0.0001
C -3.455 0.976 0.449 0.0003
C -4.724 0.409 0.328 -0.0017
C -4.855 -0.879 -0.163 0.0001
C -6.198 -1.559 -0.218 0.0001
C -3.733 -1.560 -0.634 -0.0016
C -2.463 -0.987 -0.637 0.0024
C -2.351 0.261 0.023 0.0016
N -1.328 -1.495 -1.270 -0.0076
C -1.373 -2.709 -2.130 0.0043
C -2.637 -2.892 -3.009 -0.0002
C -0.221 -2.577 -3.156 0.0124
C -1.227 -3.964 -1.262 0.0003
H -3.856 3.084 0.494 0.0000
H -2.239 2.648 1.059 0.0000
H -3.658 2.367 2.086 0.0000
H -5.598 0.957 0.662 -0.0001
H -6.964 -0.961 0.276 0.0000
H -6.160 -2.535 0.271 0.0000
H -6.511 -1.723 -1.251 0.0000
H -3.889 -2.565 -0.987 -0.0001
H -1.395 0.736 0.271 0.0029
H -3.024 -1.945 -3.382 0.0001
H -3.440 -3.432 -2.518 0.0000
H -2.345 -3.498 -3.869 0.0002
H -0.592 -2.146 -4.087 0.0001
H 0.214 -3.552 -3.385 0.0005
H 0.583 -1.927 -2.826 0.0058
H -2.067 -4.024 -0.567 0.0000
H -0.311 -3.948 -0.674 0.0001
H -1.233 -4.861 -1.886 0.0003
```

Results
E_HOMO (spin up / spin down): -7.36 / -7.48 eV
E: -3432.27669 hartree
2S+1: 2
Frontier orbital gap (spin up / spin down): 0.28055 / 0.29032 Ha
E_LUMO (spin up / spin down): 0.27 / 0.42 eV
Energy relative to the best compared isomer or geometry (same formula, charge and spin): 0.1671 eV

***

A cluster of 2 separate species, C6H16 in total, computed with ωB97M-V with the def2-TZVPD basis set.

The geometry in XYZ format:
```
22
Properties=species:S:1:pos:R:3:nbo_charge:R:1
C 1.045 -0.487 -1.554 -0.4111
C 0.409 -0.519 -2.972 -0.6049
C 2.418 0.177 -1.515 -0.6182
H 1.103 -1.499 -1.155 0.2013
H 0.360 0.082 -0.940 0.1996
H -0.385 0.220 -3.043 0.2035
H 1.150 -0.280 -3.744 0.2023
H 3.216 -0.377 -1.008 0.2112
H -0.046 -1.495 -3.156 0.2080
H 2.413 1.130 -0.973 0.2053
H 2.792 0.503 -2.491 0.2033
C -1.607 0.143 1.512 -0.3961
C -1.184 1.508 2.025 -0.6102
C -1.242 -0.962 2.506 -0.6005
H -2.669 0.061 1.285 0.1941
H -1.109 -0.084 0.561 0.1935
H -0.113 1.662 1.861 0.2033
H -1.415 1.625 3.080 0.2028
H -0.162 -0.965 2.667 0.2000
H -1.769 -0.836 3.448 0.1991
H -1.659 2.329 1.483 0.2082
H -1.544 -1.936 2.124 0.2055
```

Results
SMILES: CCC.CCC
E_HOMO: -11.14 eV
E: -238.17889 hartree
2S+1: 1
Frontier orbital gap: 0.44851 Ha
E_LUMO: 1.07 eV
Energy relative to the best compared isomer or geometry (same formula, charge and spin): 0.4800 eV

***

Which formula does entry 2 have? C6H16